H2INS as an isolated structure, computed with wB97M-V/def2-TZVPD.

```
5
Properties=species:S:1:pos:R:3
N 0.043 0.474 0.444
S -1.866 1.452 -0.443
I -3.503 -0.219 0.095
H 0.252 -0.057 -0.520
H 0.399 1.425 0.439
```

Computed properties:
Charge: 0
Largest force on an atom, eV/A: 4.7
E_tot, Eh: -751.7502
HOMO-LUMO gap, eV: 7.7
ΔE to the lowest compared entry with this formula, charge and spin, eV: 2.1080
HOMO, eV: -9.02